(1)
Molecular formula: C7H14BBr6O2S
Method: DFT, ωB97M-V with the def2-TZVPD basis set

Structure (XYZ):
```
31
Properties=species:S:1:pos:R:3:forces:R:3
O -1.796 1.004 -0.235 -0.057 -0.582 0.865
C -1.470 0.089 -1.020 -0.870 -0.789 0.455
O -1.894 -0.034 -2.208 0.010 -0.979 0.452
B -0.478 -1.038 -0.570 -1.745 0.431 -0.801
S -1.320 -2.706 -0.192 -1.357 0.186 0.134
H 0.675 -0.825 -0.515 -0.063 0.288 0.082
H -1.437 -3.213 -1.431 0.055 0.506 -0.062
Br 1.962 3.882 -0.914 0.027 -0.069 -0.019
C 1.509 3.690 -2.804 0.035 0.307 -0.068
C 0.021 3.748 -3.030 -0.297 -0.563 0.115
Br -0.872 2.059 -2.515 1.128 2.549 -1.847
H 1.943 2.751 -3.133 -0.063 -0.041 0.056
H 2.021 4.516 -3.296 0.010 -0.005 0.028
H -0.186 3.874 -4.093 0.106 0.087 -0.004
H -0.452 4.552 -2.472 0.115 0.076 -0.033
Br 5.086 -2.739 -0.658 -0.008 0.054 0.044
C 4.169 -3.644 0.803 0.155 -0.227 -0.115
C 2.818 -4.161 0.379 -0.298 0.390 0.427
Br 1.471 -2.740 0.248 3.035 -1.560 0.347
H 4.106 -2.934 1.621 -0.061 0.025 -0.029
H 4.829 -4.463 1.086 -0.011 0.003 -0.011
H 2.436 -4.856 1.127 0.097 -0.044 -0.003
H 2.841 -4.650 -0.590 0.066 0.000 0.005
Br -5.168 1.082 4.224 0.017 0.012 0.094
C -3.468 1.615 3.419 -0.130 0.016 -0.090
C -2.926 0.571 2.486 0.203 0.030 0.185
Br -2.140 -0.925 3.461 -0.046 -0.038 0.019
H -2.794 1.838 4.240 0.005 -0.037 0.000
H -3.688 2.528 2.871 0.001 -0.037 -0.051
H -2.118 0.977 1.881 -0.080 -0.028 -0.136
H -3.679 0.152 1.828 0.020 0.036 -0.038
```
Forces are in eV/Å.

Calculated values
E_tot: -443347.646 eV
charge: -1
highest occupied orbital energy: -4.610 eV
molecular weight: 652.5 Da
LUMO energy: 2.3 eV



(2)
Molecular formula: C8H13N3O8PtS3
Method: DFT, ωB97M-V with the def2-TZVPD basis set

Structure (XYZ):
```
36
Properties=species:S:1:pos:R:3:forces:R:3
Pt -3.625 -3.727 -0.150 -0.642 -0.320 0.089
O -1.683 -1.063 1.622 -0.073 -0.038 0.113
S -2.664 -2.118 1.922 0.088 -0.051 -0.161
O -3.036 -2.147 3.322 -0.015 0.046 0.050
O -2.157 -3.466 1.442 0.087 0.153 0.019
O -3.884 -1.944 1.017 0.114 0.055 0.073
C 2.134 4.103 1.692 0.008 0.005 -0.051
C 2.429 2.959 0.733 -0.054 0.053 0.043
S 1.272 2.966 -0.634 -0.067 0.114 0.009
O 1.892 3.672 -1.734 0.051 0.017 -0.026
O -0.003 3.434 -0.148 0.006 -0.039 0.019
C 1.145 1.259 -1.071 -0.015 -0.127 0.041
C 0.450 0.405 -0.011 -0.046 -0.034 0.159
N 0.099 -0.888 -0.551 0.252 0.077 -0.363
C -1.110 -1.245 -1.037 0.019 -0.032 0.027
N -1.151 -2.529 -1.367 0.202 0.039 -0.431
C 0.053 -3.037 -1.086 0.005 0.033 0.119
C 0.872 -2.044 -0.590 0.015 -0.007 0.156
N 2.228 -2.119 -0.266 -0.213 0.056 -0.017
O 2.777 -3.210 -0.322 0.078 -0.146 -0.001
O 2.834 -1.083 0.042 0.070 0.090 0.011
C -2.260 -0.333 -1.241 -0.024 0.000 0.076
H 2.900 4.141 2.467 -0.004 -0.004 0.005
H 1.161 3.966 2.159 0.002 -0.007 0.007
H 2.121 5.059 1.168 0.036 0.006 0.008
H 2.339 1.989 1.221 0.039 0.011 0.034
H 3.413 3.042 0.273 0.017 -0.065 0.028
H 2.164 0.908 -1.240 -0.033 -0.032 -0.120
H 0.589 1.250 -2.011 0.010 0.040 -0.002
H -0.456 0.876 0.361 -0.035 -0.057 -0.019
H 1.113 0.234 0.830 -0.073 0.066 0.075
H 0.297 -4.076 -1.232 0.021 0.015 -0.028
H -2.457 -0.241 -2.311 -0.007 -0.009 -0.007
H -2.100 0.652 -0.809 0.001 -0.002 -0.012
H -3.127 -0.792 -0.761 0.011 0.014 0.002
S -4.569 -4.854 -1.697 0.171 0.079 0.076
```
Forces are in eV/Å.

Calculated values
E_tot: -65107.878 eV
charge: -2
highest occupied orbital energy (spin up / spin down): -0.184 / -0.177 eV
molecular weight: 570.5 Da
LUMO energy (spin up / spin down): 3.9 / 3.9 eV



(3)
Molecular formula: C4H3F2IN2
Method: DFT, ωB97M-V with the def2-TZVPD basis set

Structure (XYZ):
```
12
Properties=species:S:1:pos:R:3:forces:R:3
C 0.088 1.498 0.136 -0.595 1.667 1.068
C -0.079 0.774 1.277 -0.471 -0.755 -2.985
C -0.765 -0.266 -0.553 0.176 -0.164 0.185
C -2.375 -3.871 1.131 -1.714 0.108 0.141
N -0.366 0.894 -0.985 0.114 -0.672 0.553
N -0.635 -0.405 0.809 0.371 0.390 -0.195
F -1.485 -4.748 0.833 0.328 -0.604 0.496
F -2.797 -4.147 2.400 0.718 -0.370 -1.065
I -0.897 -1.828 2.179 0.364 0.169 0.274
H 0.147 2.546 0.118 1.013 1.191 -0.013
H 0.054 0.911 2.287 0.412 0.568 1.852
H -1.094 -0.966 -1.251 -0.714 -1.529 -0.312
```
Forces are in eV/Å.

Calculated values
E_tot: -20708.203 eV
charge: 0
highest occupied orbital energy: -9.171 eV
molecular weight: 244.0 Da
LUMO energy: -0.8 eV



(4)
Molecular formula: H14NO5
Method: DFT, ωB97M-V with the def2-TZVPD basis set

Structure (XYZ):
```
20
Properties=species:S:1:pos:R:3:forces:R:3
N 0.275 -0.115 -0.231 2.264 -4.405 3.834
H 0.564 -0.827 -0.842 2.162 -0.928 -1.571
H 0.818 0.311 0.488 1.489 -0.757 1.113
H -0.449 -0.642 0.140 -2.513 -0.628 1.716
H 0.021 0.619 -0.659 -3.460 6.800 -5.179
O 1.031 1.468 3.047 0.558 -1.835 -0.965
H 0.845 2.388 2.937 -0.530 0.692 0.804
H 0.673 1.023 3.825 -0.062 1.083 0.037
O -0.722 -2.616 -1.022 3.128 -1.271 0.777
H -1.636 -2.499 -0.886 -1.776 -0.461 0.472
H -0.360 -3.409 -0.496 -1.405 1.755 -1.184
O 1.023 0.031 -3.097 1.809 -0.479 1.672
H 0.192 0.010 -3.506 -1.656 0.293 -1.208
H 1.485 0.845 -3.298 -0.202 0.182 -0.371
O -1.178 2.319 -1.314 0.394 -3.053 -0.690
H -0.814 3.033 -0.886 1.613 2.657 1.614
H -1.991 2.659 -1.609 -1.876 0.351 -0.828
O -0.111 -1.791 2.432 -8.593 -2.762 2.074
H 0.648 -1.770 2.074 8.942 0.428 -3.600
H -0.309 -1.037 2.907 -0.284 2.340 1.485
```
Forces are in eV/Å.

Calculated values
E_tot: -11947.135 eV
charge: +1
highest occupied orbital energy: -15.281 eV
molecular weight: 108.1 Da
LUMO energy: -3.2 eV



(5)
Molecular formula: C7H14
Method: DFT, ωB97M-V with the def2-TZVPD basis set

Structure (XYZ):
```
21
Properties=species:S:1:pos:R:3:forces:R:3
C 2.288 -1.605 1.183 0.936 0.737 -1.307
C 0.825 -1.374 0.902 -1.328 0.041 0.923
C 0.470 -0.973 -0.534 0.533 0.598 -0.056
C -0.245 0.316 -0.779 -1.186 1.631 -1.236
C -0.157 1.007 -1.953 0.817 -1.572 2.545
C -1.436 0.635 0.115 -0.220 -0.540 -0.014
C -1.904 2.087 0.143 -0.056 0.516 -0.233
H 2.705 -2.364 0.521 -0.136 -0.361 0.078
H 2.861 -0.709 0.880 -0.206 -0.100 0.329
H 2.573 -1.841 2.196 -0.285 -0.096 0.374
H 0.424 -0.600 1.585 0.423 -0.252 -0.196
H 0.236 -2.259 1.177 0.221 -0.004 -0.068
H -0.288 -1.613 -1.004 0.655 -0.700 0.198
H 1.385 -0.937 -1.133 -0.154 -0.404 -0.250
H 0.808 0.909 -2.453 -0.788 0.153 -0.853
H -1.066 1.533 -2.190 0.608 0.908 -0.654
H -2.245 -0.029 -0.226 -0.019 0.054 0.385
H -1.179 0.350 1.127 -0.096 -0.254 0.250
H -2.269 2.466 1.103 0.156 -0.529 0.128
H -2.734 2.291 -0.539 0.287 -0.049 -0.228
H -1.051 2.711 -0.123 -0.163 0.220 -0.114
```
Forces are in eV/Å.

Calculated values
E_tot: -7484.660 eV
charge: 0
highest occupied orbital energy: -8.757 eV
molecular weight: 98.2 Da
SMILES string: C=C(CC)CCC
LUMO energy: 1.0 eV



(6)
Molecular formula: C8H12O
Method: DFT, ωB97M-V with the def2-TZVPD basis set

Structure (XYZ):
```
21
Properties=species:S:1:pos:R:3:forces:R:3
C -0.005 1.381 -0.269 0.166 -2.106 -1.543
C 4.418 0.391 0.483 2.903 2.435 -1.175
C 3.466 -0.149 0.934 -0.081 -0.361 0.005
C -0.521 1.282 1.133 0.698 0.389 0.560
C -0.787 -0.258 0.825 -0.791 1.565 -2.518
C -0.109 0.060 -0.558 -0.395 1.351 1.133
C -2.286 -0.684 0.634 2.651 0.127 -0.242
C 0.266 -0.831 -1.695 -0.031 -0.328 -0.709
O 0.498 2.373 -1.065 -0.892 0.995 2.348
H 5.283 1.037 0.124 -1.802 -1.486 0.675
H 0.804 1.955 -1.841 0.596 -0.690 -1.481
H 2.705 -0.742 1.308 -1.073 -0.576 0.465
H 0.286 1.543 1.852 -0.375 -0.602 -0.137
H -1.361 1.890 1.441 -0.489 0.020 -0.220
H -0.248 -0.955 1.427 0.309 -0.465 0.673
H -2.877 -0.092 -0.025 -0.038 0.520 -0.754
H -2.740 -0.682 1.546 -1.455 0.339 2.805
H -2.320 -1.719 0.394 0.019 -0.913 -0.874
H -0.071 -0.503 -2.763 0.306 -0.478 1.970
H -0.259 -1.801 -1.400 1.185 0.805 -1.019
H 1.405 -0.884 -1.742 -1.410 -0.541 0.037
```
Forces are in eV/Å.

Calculated values
E_tot: -10533.616 eV
charge: 0
highest occupied orbital energy: -8.058 eV
molecular weight: 124.2 Da
SMILES string: CC1=C(O)C[C@H]1C.C#C
LUMO energy: 0.8 eV